Arrangement P

# C4H15N2O2

A 3-piece molecular cluster, C4H15N2O2 overall (wB97M-V/def2-TZVPD, the OMol25 dataset).

Calculated values
Total charge ... +1
LUMO energy ... -3.087 eV
HOMO level ... -14.61 eV

Element x y z (Å)
C  -0.7952  -1.7873  -0.6867
C  -1.2074  -0.5721  -1.5175
C  -2.0536  0.4461  -0.7518
N  -1.5435  0.8568  0.5545
C  -0.4075  1.5101  0.6371
N  -0.0664  2.1416  1.7374
H  -0.0046  -1.5488  0.0218
H  -1.5952  -2.3393  -0.2001
H  -0.3110  -2.4764  -1.3814
H  -0.3022  -0.0853  -1.8915
H  -1.7815  -0.8831  -2.3891
H  -2.2669  1.2725  -1.4374
H  -3.0272  0.0065  -0.5651
H  -2.1875  0.9234  1.3271
H  0.2323  1.5480  -0.2233
H  0.9066  2.3180  1.9392
H  -0.6742  2.0051  2.5308
H  2.4583  -0.0270  1.0479
H  2.7741  1.3179  0.3760
O  2.2103  0.9191  1.0562
H  3.9542  -1.8721  0.2199
H  2.6373  -2.1408  -0.5128
O  3.0507  -1.5328  0.1089

List of Mulliken charges in e, atom by atom:
1. C -1.0299
2. C -0.3512
3. C -0.7150
4. N -0.1274
5. C 0.3151
6. N -0.3265
7. H 0.2044
8. H 0.3173
9. H 0.3600
10. H 0.2418
11. H 0.3827
12. H 0.2900
13. H 0.4259
14. H 0.2468
15. H 0.2945
16. H 0.2820
17. H 0.2038
18. H 0.3381
19. H 0.3051
20. O -0.6396
21. H 0.2936
22. H 0.3093
23. O -0.6208


Arrangement Q

# C4H15N2O2

A 3-piece molecular cluster, C4H15N2O2 overall (wB97M-V/def2-TZVPD, the OMol25 dataset).

Calculated values
Total charge ... +1
LUMO energy ... -3.170 eV
HOMO level ... -14.37 eV

Element x y z (Å)
C  -2.0201  -1.9709  0.4542
C  -2.0655  -0.6164  -0.4102
C  -1.2654  0.6657  0.1036
N  0.1346  0.7574  -0.3748
C  0.6668  0.8851  -1.5702
N  2.0276  0.9643  -1.7673
H  -2.9343  -2.4643  0.2234
H  -1.0930  -2.5127  0.2619
H  -1.9890  -1.6725  1.5379
H  -1.6814  -0.7207  -1.5556
H  -2.9996  -0.3646  -0.6448
H  -1.9193  1.5609  -0.2149
H  -1.0074  0.7352  1.1756
H  0.8696  0.7406  0.3175
H  -0.0461  0.9399  -2.3876
H  2.5199  1.0002  -2.5907
H  2.5289  0.6313  -0.8892
H  2.5208  2.7714  1.7523
H  1.7210  2.0154  2.7653
O  1.7365  2.1739  1.9453
H  1.9559  -2.3663  0.5739
H  0.8009  -1.5750  0.9985
O  1.5386  -1.5780  0.2958

List of Mulliken charges in e, atom by atom:
1. C -1.0212
2. C -0.4188
3. C -0.6306
4. N -0.0156
5. C 0.1525
6. N -0.3240
7. H 0.3572
8. H 0.2198
9. H 0.2998
10. H 0.1850
11. H 0.5692
12. H 0.2732
13. H 0.3172
14. H 0.2233
15. H 0.3906
16. H 0.2261
17. H 0.2202
18. H 0.3099
19. H 0.2410
20. O -0.5518
21. H 0.3260
22. H 0.2816
23. O -0.6310


Arrangement R

# C4H15N2O2

A 2-piece molecular cluster, C4H15N2O2 overall (wB97M-V/def2-TZVPD, the OMol25 dataset).

Calculated values
Total charge ... +1
LUMO energy ... -2.950 eV
HOMO level ... -13.47 eV

Element x y z (Å)
C  -0.2708  1.3545  0.7852
O  -1.3304  0.9299  1.6646
C  0.9318  0.3504  0.6535
C  1.7051  0.4855  -0.6097
C  0.8555  0.4490  -1.8691
N  -0.2144  -0.6459  -1.6045
N  0.4497  -1.0939  0.8984
H  -0.8649  1.2880  -0.1084
H  0.0755  2.2854  1.0444
H  -2.0477  1.5810  1.4773
H  1.6238  0.6809  1.4996
H  2.3335  1.4175  -0.5534
H  2.4187  -0.3369  -0.8888
H  0.3115  1.5635  -1.9879
H  1.3779  0.1633  -2.7306
H  -1.1788  -0.5368  -1.6899
H  0.0734  -1.5758  -2.0352
H  -0.2429  -1.4479  0.2038
H  0.0965  -1.1707  1.8508
H  1.2402  -1.7031  0.7187
H  -2.9967  -1.2846  0.5833
H  -2.1538  -1.1115  1.7772
O  -2.1926  -1.6417  0.9207

List of Mulliken charges in e, atom by atom:
1. C -0.7865
2. O -0.5251
3. C 0.0707
4. C -0.6290
5. C -0.7122
6. N -0.5782
7. N -0.1999
8. H 0.3543
9. H 0.4058
10. H 0.3451
11. H 0.4201
12. H 0.3297
13. H 0.3010
14. H 0.2396
15. H 0.4435
16. H 0.1758
17. H 0.2548
18. H 0.3740
19. H 0.3561
20. H 0.3730
21. H 0.3037
22. H 0.3231
23. O -0.6396


Relative energies in kJ/mol: arrangement P 0.0; arrangement Q 197.6; arrangement R 219.2